This record from OMol25 describes C10H15Cl3N4O2S3 as an isolated structure. The level of theory is wB97M-V/def2-TZVPD.

Last column: Mulliken charge in e.
Element x y z (Å)
O  0.08  -3.72  -1.61  -0.56
Cl  1.54  -3.51  2.27  -0.12
Cl  4.04  -4.16  2.63  -0.13
Cl  3.59  -1.37  2.50  -0.08
N  -2.36  3.35  -0.11  -0.68
N  0.06  -0.93  -1.13  -0.83
O  0.91  -1.92  -0.62  0.06
S  -1.07  1.45  -1.61  -0.09
S  3.46  -3.03  0.06  -0.03
S  -0.12  2.42  1.07  -0.21
C  0.95  -3.18  -0.98  0.68
C  -1.35  2.50  -0.18  0.56
C  -0.16  0.29  -0.55  0.26
N  2.07  -3.91  -0.52  -0.05
N  -3.30  3.57  -1.03  0.33
C  3.12  -2.90  1.85  0.33
C  2.15  -5.39  -0.50  -0.89
C  -3.20  4.85  -1.73  -0.88
C  -4.67  3.15  -0.62  -0.91
C  2.17  1.03  0.26  -1.14
C  0.49  0.03  1.82  -0.72
C  0.61  0.83  0.63  0.94
H  1.46  -5.78  0.24  0.30
H  1.80  -5.65  -1.46  0.43
H  3.23  -5.74  -0.39  0.24
H  -4.18  5.18  -2.30  0.23
H  -2.87  5.68  -1.10  0.37
H  -2.33  4.71  -2.24  0.30
H  -5.40  3.39  -1.41  0.28
H  -4.74  2.08  -0.44  0.26
H  -4.85  3.76  0.28  0.36
H  2.16  1.91  -0.44  0.36
H  2.55  0.10  -0.12  0.23
H  2.81  1.38  1.11  0.30
H  1.19  0.34  2.66  0.31
H  0.79  -1.02  1.63  -0.25
H  -0.63  0.24  2.09  0.41

## Properties
Kohn-Sham gap = 7.682 eV
LUMO energy = 0.0053 hartree
HOMO = -7.537 eV
multiplicity = 1

=====

This record from OMol25 describes C18H12N4O2Se4W as an isolated structure. The level of theory is wB97M-V/def2-TZVPD.

Last column: Mulliken charge in e.
Element x y z (Å)
W  -1.15  -0.54  0.54  0.87
O  -2.35  2.12  -2.33  -0.51
C  -1.75  1.25  -1.78  0.06
N  -1.51  1.18  -0.38  0.34
C  -1.41  2.30  0.41  0.55
C  -2.00  3.56  0.18  -0.82
C  -1.77  4.55  1.10  -0.64
C  -0.99  4.33  2.24  -0.64
C  -0.40  3.11  2.49  -0.90
C  -0.60  2.08  1.55  0.78
N  -0.09  0.78  1.59  -0.10
C  1.00  0.43  2.43  0.24
O  1.51  1.13  3.25  -0.56
C  1.46  -0.95  2.12  0.43
C  2.56  -1.47  2.76  -0.73
C  2.96  -2.76  2.44  -0.44
C  2.22  -3.47  1.51  -1.06
C  1.11  -2.88  0.93  0.14
N  0.73  -1.62  1.21  0.11
C  -1.05  0.12  -2.45  0.57
C  -1.00  0.00  -3.82  -0.73
C  -0.20  -1.01  -4.35  -0.37
C  0.50  -1.83  -3.49  -0.93
C  0.36  -1.66  -2.12  0.20
N  -0.42  -0.70  -1.60  -0.03
H  -2.62  3.72  -0.68  0.56
H  -2.23  5.52  0.95  0.44
H  -0.84  5.13  2.95  0.44
H  0.19  2.95  3.37  0.53
H  3.09  -0.86  3.48  0.56
H  3.82  -3.21  2.91  0.48
H  2.47  -4.48  1.23  0.45
H  0.49  -3.43  0.25  0.63
H  -1.55  0.70  -4.43  0.53
H  -0.12  -1.14  -5.42  0.48
H  1.16  -2.60  -3.86  0.47
H  0.91  -2.28  -1.44  0.50
Se  -3.30  -0.09  1.68  0.03
Se  -1.97  -1.47  2.92  0.14
Se  -2.25  -3.60  1.90  0.00
Se  -1.94  -2.76  -0.25  -0.04

## Properties
energy relative to the best compared isomer or geometry (same formula, charge and spin) = 0.0 kcal per mole
Kohn-Sham gap (spin up / spin down) = 6.135 / 6.132 eV
charge = +2
LUMO energy (spin up / spin down) = -0.3123 / -0.3124 hartree
HOMO (spin up / spin down) = -14.632 / -14.632 eV
multiplicity = 1

=====

This record from OMol25 describes one molecule with the formula C3H7O2P. The level of theory is wB97M-V/def2-TZVPD.

Last column: Mulliken charge in e.
Element x y z (Å)
C  1.65  0.76  -0.10  -0.81
C  1.03  0.06  0.82  -0.38
C  -0.46  -0.53  0.20  0.52
O  -0.25  -0.82  -1.08  -0.51
O  -0.95  -1.62  1.00  -0.54
P  -1.91  0.70  0.19  -0.10
H  2.62  1.32  0.02  0.21
H  1.21  0.86  -1.03  0.42
H  1.11  -0.15  1.80  0.44
H  0.71  -0.84  -1.30  0.34
H  -1.69  -2.00  0.61  0.33
H  -2.12  0.52  -1.16  0.04
H  -0.94  1.75  0.03  0.04

## Properties
energy relative to the best compared isomer or geometry (same formula, charge and spin) = 78.1 kcal per mole
Kohn-Sham gap = 10.150 eV
LUMO energy = 0.0312 hartree
structure (SMILES) = C=CC(O)(O)P
HOMO = -9.300 eV
multiplicity = 1

=====

This record from OMol25 describes a 2-piece molecular cluster, CH3ClFOP overall. The level of theory is wB97M-V/def2-TZVPD.

Last column: Mulliken charge in e.
Element x y z (Å)
C  0.86  0.07  0.31  -0.74
O  -0.96  0.83  -1.82  -0.41
F  -0.80  -2.68  -0.39  -0.64
P  -0.81  0.34  -0.47  0.94
Cl  -1.61  1.39  1.00  -0.12
H  1.12  -1.01  0.08  0.31
H  1.58  0.82  -0.09  0.33
H  0.62  0.23  1.37  0.32

## Properties
energy relative to the best compared isomer or geometry (same formula, charge and spin) = 129.0 kcal per mole
Kohn-Sham gap (spin up / spin down) = 6.469 / 6.489 eV
LUMO energy (spin up / spin down) = -0.1314 / -0.1313 hartree
HOMO (spin up / spin down) = -10.045 / -10.063 eV
multiplicity = 1

=====

This record from OMol25 describes C40H45ClNO3PRhS2Si2Te as an isolated structure. The level of theory is wB97M-V/def2-TZVPD.

Last column: Mulliken charge in e.
Element x y z (Å)
Rh  -0.13  -0.11  1.55  0.22
S  1.55  -0.07  3.34  -0.39
C  0.31  0.98  3.97  0.49
N  -0.81  0.97  3.30  0.31
C  -1.74  1.86  3.82  -0.80
C  -3.04  2.06  3.36  -0.43
C  -3.83  2.98  4.01  -0.66
C  -3.34  3.70  5.11  -0.55
C  -2.06  3.50  5.58  -0.52
C  -1.26  2.57  4.92  1.06
S  0.38  2.09  5.28  -0.20
H  -3.41  1.49  2.51  0.38
H  -4.84  3.16  3.67  0.43
H  -3.98  4.42  5.61  0.39
H  -1.69  4.04  6.44  0.41
Cl  -1.05  -2.08  3.65  -0.18
C  -2.15  -2.99  2.68  1.03
C  -3.12  -3.76  3.29  -0.70
C  -3.99  -4.49  2.50  -0.52
C  -3.88  -4.45  1.12  -1.01
C  -2.90  -3.67  0.52  -0.06
C  -2.01  -2.92  1.29  -0.86
P  -0.61  -2.05  0.48  2.89
C  0.76  -3.25  0.64  0.53
C  0.56  -4.49  1.24  -0.91
C  1.62  -5.38  1.37  -0.72
C  2.87  -5.05  0.89  -0.83
C  3.08  -3.81  0.28  -0.71
C  2.03  -2.92  0.17  0.37
C  -1.17  -2.09  -1.23  0.07
C  -0.64  -3.00  -2.14  -0.65
C  -1.22  -3.16  -3.39  -1.05
C  -2.34  -2.42  -3.73  -0.75
C  -2.88  -1.51  -2.83  -0.84
C  -2.31  -1.35  -1.58  -0.22
H  -3.19  -3.77  4.37  0.52
H  -4.76  -5.09  2.97  0.41
H  -4.56  -5.02  0.50  0.45
H  -2.83  -3.66  -0.55  0.44
H  -0.41  -4.78  1.61  0.34
H  1.45  -6.34  1.84  0.47
H  3.70  -5.74  0.99  0.40
H  4.06  -3.55  -0.10  0.49
H  2.19  -1.96  -0.29  -0.12
H  0.22  -3.60  -1.87  0.53
H  -0.80  -3.87  -4.09  0.46
H  -2.79  -2.54  -4.71  0.44
H  -3.76  -0.93  -3.10  0.50
H  -2.77  -0.68  -0.87  0.74
O  -1.87  1.56  -3.59  -0.50
C  -2.67  2.20  -2.71  0.48
C  -3.73  2.94  -3.24  -0.97
C  -4.58  3.62  -2.40  -0.35
C  -4.40  3.59  -1.01  -0.92
C  -3.36  2.85  -0.49  -0.67
C  -2.49  2.14  -1.32  0.19
C  -1.38  1.36  -0.76  0.65
O  -0.49  0.89  -1.51  1.24
O  -1.33  1.20  0.52  -0.81
H  -1.14  1.16  -3.07  -0.74
H  -3.86  2.97  -4.31  0.50
H  -5.39  4.20  -2.82  0.40
H  -5.06  4.15  -0.36  0.46
H  -3.20  2.82  0.58  0.42
C  3.72  2.77  2.60  -0.89
Si  4.64  1.75  1.33  0.21
C  6.22  1.08  2.05  -1.12
C  4.96  2.76  -0.21  -1.01
C  3.59  0.26  0.79  -1.08
Te  1.70  0.83  -0.02  -0.16
C  2.38  0.23  -1.95  -0.89
Si  1.70  0.96  -3.58  0.32
C  3.13  0.74  -4.76  -1.23
C  1.37  2.78  -3.31  -0.86
C  0.24  0.00  -4.23  0.28
H  4.10  3.80  2.60  0.46
H  3.84  2.37  3.60  0.26
H  2.64  2.83  2.40  0.19
H  6.89  1.88  2.36  0.35
H  6.76  0.46  1.32  0.32
H  6.02  0.46  2.92  0.32
H  5.59  3.62  0.02  0.42
H  4.03  3.16  -0.64  0.28
H  5.47  2.18  -0.98  0.32
H  3.45  -0.44  1.61  0.64
H  4.10  -0.27  -0.02  0.60
H  2.53  -0.85  -1.99  0.67
H  3.38  0.68  -1.85  0.36
H  4.03  1.27  -4.41  0.35
H  2.88  1.15  -5.74  0.36
H  3.39  -0.31  -4.89  0.34
H  2.31  3.32  -3.22  0.39
H  0.78  2.98  -2.41  0.18
H  0.82  3.20  -4.15  0.35
H  0.58  -0.94  -4.67  0.27
H  -0.27  0.57  -5.02  0.44
H  -0.49  -0.24  -3.46  -0.94

## Properties
energy relative to the best compared isomer or geometry (same formula, charge and spin) = 42.2 kcal per mole
Kohn-Sham gap = 6.240 eV
charge = +1
LUMO energy = -0.1599 hartree
HOMO = -10.590 eV
multiplicity = 1

=====

This record from OMol25 describes a 2-piece molecular cluster, C5H16N2O overall. The level of theory is wB97M-V/def2-TZVPD.

Last column: Mulliken charge in e.
Element x y z (Å)
C  1.62  0.50  -1.65  -1.35
C  1.49  -0.14  -0.26  0.27
C  1.77  -1.67  -0.42  -1.49
C  0.15  0.11  0.41  -0.12
N  -0.03  1.50  0.91  -0.60
C  -1.08  -0.21  -0.46  -0.84
N  -2.20  -0.61  0.37  -0.53
H  1.55  1.59  -1.60  0.39
H  2.59  0.19  -2.04  0.45
H  0.80  0.14  -2.26  0.29
H  2.27  0.13  0.45  0.32
H  1.49  -2.17  0.50  0.39
H  1.08  -2.02  -1.19  0.29
H  2.81  -1.82  -0.69  0.44
H  0.06  -0.57  1.26  0.47
H  0.46  2.10  0.26  0.24
H  0.50  1.57  1.78  0.27
H  -1.33  0.74  -0.95  0.24
H  -0.86  -0.91  -1.27  0.37
H  -2.95  -1.10  -0.08  0.17
H  -1.92  -0.97  1.27  0.31
O  -3.01  1.30  2.22  -0.75
H  -2.30  1.80  1.79  0.30
H  -2.97  0.52  1.64  0.45

## Properties
energy relative to the best compared isomer or geometry (same formula, charge and spin) = 10.2 kcal per mole
Kohn-Sham gap = 10.226 eV
LUMO energy = 0.0324 hartree
structure (SMILES) = CC(C)[C@@H](N)CN.O
HOMO = -9.344 eV
multiplicity = 1

=====

Number 1: energy -3334.45143 hartree. Number 2: energy -10735.02948 hartree. Number 3: energy -610.23348 hartree. Number 4: energy -1016.45697 hartree. Number 5: energy -4387.12976 hartree. Number 6: energy -384.84182 hartree.